Molecular formula: C2H13NO4
Method: DFT, the ωB97M-V functional and the def2-TZVPD basis

The spin multiplicity is 1. Its HOMO energy is -9.53 eV. The frontier orbital gap comes out at 10.2 eV. Its net charge is 0. Its SMILES is CNCO.O.O.O. The energy relative to the best compared isomer or geometry (same formula, charge and spin) is 31.6 kcal per mole. Its total energy is -11964.097 eV.

Atoms and positions in Å:
C 0.23 -2.79 0.13
N -0.32 -1.48 0.27
C 0.51 -0.43 -0.34
O 0.52 -0.67 -1.77
H 1.31 -2.66 -0.07
H 0.12 -3.34 1.03
H -0.31 -3.31 -0.68
H -1.26 -1.34 0.04
H 1.58 -0.38 0.09
H 0.02 0.53 -0.24
H 1.42 -0.80 -2.11
O 0.21 2.75 0.96
H 0.27 2.39 1.84
H 0.80 2.19 0.47
O -0.84 3.27 -2.77
H -1.62 3.37 -2.23
H -0.24 4.04 -2.66
O -0.54 -0.23 2.90
H -1.42 -0.49 3.18
H -0.46 -0.62 1.96

Calculated atomic charges, method natural (NBO), unit e: C -0.405; N -0.666; C 0.073; O -0.747; H 0.194; H 0.196; H 0.194; H 0.378; H 0.163; H 0.187; H 0.473; O -0.935; H 0.479; H 0.459; O -0.951; H 0.475; H 0.476; O -0.992; H 0.462; H 0.487

---

Molecular formula: C26H16N5O3Pt
Method: DFT, the ωB97M-V functional and the def2-TZVPD basis

The spin multiplicity is 1. Its HOMO energy (spin up / spin down) is -4.68 / -4.57 eV. The frontier orbital gap (spin up / spin down) comes out at 6.7 / 6.6 eV. Its net charge is -1. The energy relative to the best compared isomer or geometry (same formula, charge and spin) is 52.9 kcal per mole. Its total energy is -44060.286 eV.

Atoms and positions in Å:
Pt 1.01 -0.58 -1.13
O -1.48 -1.43 -4.32
C -0.78 -0.93 -3.45
O 0.22 -1.48 -2.85
C -1.10 0.50 -3.03
C -2.12 1.24 -3.68
C -2.29 2.54 -3.35
C -1.44 3.15 -2.38
C -1.53 4.52 -2.02
C -0.67 5.04 -1.09
C 0.31 4.21 -0.48
C 0.41 2.89 -0.81
C -0.47 2.35 -1.78
N -0.35 1.03 -2.11
H -2.71 0.73 -4.43
H -3.06 3.14 -3.82
H -2.29 5.14 -2.49
H -0.74 6.08 -0.82
H 0.99 4.64 0.24
H 1.16 2.24 -0.37
O 2.58 0.19 -2.42
N 3.35 -0.70 -2.93
C 3.30 -1.89 -2.41
C 4.18 -2.89 -2.97
N 4.90 -3.69 -3.39
C 2.44 -2.25 -1.28
N 2.13 -3.02 -0.44
N 1.31 -0.05 0.80
C 0.53 -0.63 1.60
C 0.71 -0.40 3.08
C -0.33 -0.53 3.98
C -0.13 -0.28 5.34
C 1.12 0.09 5.80
C 2.18 0.21 4.90
C 1.97 -0.03 3.55
C -0.56 -1.57 1.16
C -0.60 -2.88 1.63
C -1.53 -3.78 1.13
C -2.44 -3.37 0.16
C -2.42 -2.06 -0.30
C -1.49 -1.17 0.21
H -1.31 -0.81 3.62
H -0.96 -0.37 6.03
H 1.28 0.28 6.85
H 3.16 0.49 5.25
H 2.77 0.07 2.83
H 0.12 -3.21 2.37
H -1.54 -4.80 1.48
H -3.16 -4.08 -0.25
H -3.12 -1.74 -1.06
H -1.49 -0.14 -0.13

Calculated atomic charges, method natural (NBO), unit e: Pt 1.104; O -0.652; C 0.743; O -0.728; C 0.145; C -0.227; C -0.141; C -0.125; C -0.182; C -0.213; C -0.207; C -0.198; C 0.233; N -0.485; H 0.250; H 0.209; H 0.205; H 0.209; H 0.216; H 0.259; O -0.528; N 0.070; C -0.164; C 0.298; N -0.362; C 0.128; N -0.320; N -0.617; C 0.150; C -0.088; C -0.152; C -0.241; C -0.226; C -0.221; C -0.174; C -0.012; C -0.202; C -0.207; C -0.213; C -0.199; C -0.256; H 0.206; H 0.202; H 0.202; H 0.204; H 0.238; H 0.219; H 0.207; H 0.207; H 0.214; H 0.222

---

Molecular formula: C12H24N6O6Sr
Method: DFT, the ωB97M-V functional and the def2-TZVPD basis

The spin multiplicity is 1. Its HOMO energy (spin up / spin down) is -5.69 / -5.59 eV. The frontier orbital gap (spin up / spin down) comes out at 5.2 / 5.1 eV. Its net charge is 0. The energy relative to the best compared isomer or geometry (same formula, charge and spin) is 0.0 kcal per mole. Its total energy is -34889.461 eV.

Atoms and positions in Å:
O -0.25 -1.10 -3.48
H -0.62 -1.57 -4.25
Sr -0.44 -0.41 -1.13
N 0.03 -1.78 1.23
N -1.69 -2.53 -0.44
N 1.54 0.91 0.08
N 1.06 1.21 -2.43
O 1.04 -1.54 2.02
O 1.78 0.83 1.43
O 0.88 1.35 -3.81
O -2.58 -2.03 -1.23
C -2.08 -2.69 0.87
C -1.07 -2.33 1.80
C 2.16 1.94 -0.50
C 1.84 2.14 -1.90
C -1.26 -2.39 3.28
H -1.56 -1.40 3.67
H -0.33 -2.69 3.76
H -2.05 -3.10 3.55
C -3.47 -3.03 1.25
H -4.02 -3.38 0.37
H -3.99 -2.15 1.67
H -3.48 -3.82 2.02
C 3.09 2.86 0.23
C 2.39 3.29 -2.68
H 3.49 2.38 1.12
H 2.57 3.78 0.53
H 3.92 3.16 -0.43
H 1.73 3.54 -3.51
H 3.38 3.05 -3.08
H 2.51 4.17 -2.04
H 1.46 -0.12 1.67
H 0.47 0.49 -4.05
C 0.73 -2.05 -2.71
H 0.17 -2.67 -1.99
H 1.52 -1.44 -2.23
H 1.21 -2.70 -3.45
O 3.13 -3.21 0.99
H 3.89 -2.65 0.77
H 2.46 -2.59 1.36
N -2.71 2.21 2.10
C -2.06 3.24 1.45
C -1.46 2.68 0.35
N -1.76 1.32 0.33
C -2.50 1.06 1.40
H -3.25 2.27 2.95
H -2.06 4.26 1.79
H -0.85 3.13 -0.41
H -2.92 0.10 1.70

Calculated atomic charges, method natural (NBO), unit e: O -0.824; H 0.514; Sr 1.777; N -0.215; N -0.225; N -0.146; N -0.248; O -0.711; O -0.559; O -0.581; O -0.705; C 0.069; C 0.087; C 0.134; C 0.217; C -0.670; H 0.205; H 0.248; H 0.211; C -0.663; H 0.241; H 0.190; H 0.212; C -0.683; C -0.689; H 0.265; H 0.233; H 0.222; H 0.255; H 0.248; H 0.232; H 0.508; H 0.502; C -0.343; H 0.258; H 0.207; H 0.224; O -0.980; H 0.451; H 0.503; N -0.507; C -0.098; C -0.094; N -0.577; C 0.204; H 0.428; H 0.226; H 0.213; H 0.231

---

Molecular formula: C33H51ClN3O5P
Method: DFT, the ωB97M-V functional and the def2-TZVPD basis

The spin multiplicity is 1. Its HOMO energy is -8.12 eV. The frontier orbital gap comes out at 7.3 eV. Its net charge is 0. Its SMILES is CCCCCc1cc(P(O)Cl)cc2c1C(=O)c1cc(CON=O)c(C)cc1C2=O.CCN(CC)CC.CCN(CC)CC. Its total energy is -71564.789 eV.

Atoms and positions in Å:
C -0.29 -3.62 -3.93
C 0.65 -3.74 -2.69
C -0.21 -3.57 -1.43
C 0.45 -4.09 -0.13
C -0.65 -4.59 0.86
C -0.49 -4.15 2.31
C -0.67 -5.11 3.29
C -0.58 -4.80 4.62
P -0.89 -6.14 5.85
O 0.63 -6.74 6.08
Cl -1.35 -5.14 7.63
C -0.28 -3.51 5.02
C -0.10 -2.55 4.08
C -0.21 -2.87 2.74
C -0.04 -1.73 1.77
O -0.74 -1.55 0.79
C 1.05 -0.76 2.13
C 1.90 -0.22 1.22
C 2.90 0.65 1.58
C 3.79 1.14 0.45
O 4.28 2.47 0.61
N 5.66 2.61 0.26
O 6.36 2.15 1.06
C 3.01 0.98 2.93
C 4.08 1.92 3.44
C 2.15 0.42 3.85
C 1.17 -0.45 3.47
C 0.23 -1.11 4.44
O -0.23 -0.55 5.41
H 0.14 -3.01 -4.73
H -0.51 -4.59 -4.37
H -1.25 -3.17 -3.64
H 1.13 -4.72 -2.76
H 1.34 -2.90 -2.74
H -0.52 -2.53 -1.37
H -1.12 -4.17 -1.58
H 1.04 -4.96 -0.42
H 1.15 -3.38 0.32
H -1.67 -4.35 0.55
H -0.58 -5.68 0.87
H -0.88 -6.14 3.02
H 1.24 -6.02 5.87
H -0.24 -3.29 6.08
H 1.78 -0.51 0.17
H 4.60 0.41 0.31
H 3.19 1.11 -0.46
H 5.06 1.50 3.18
H 4.03 2.00 4.53
H 3.99 2.88 2.94
H 2.29 0.69 4.89
C -2.24 -3.34 -7.63
C -3.70 -2.92 -7.55
N -4.08 -2.34 -6.27
C -5.51 -2.23 -6.09
C -6.29 -1.30 -7.03
C -3.30 -1.19 -5.84
C -3.24 0.02 -6.77
H -1.97 -4.00 -6.81
H -2.06 -3.87 -8.56
H -1.57 -2.48 -7.61
H -4.31 -3.82 -7.71
H -3.93 -2.25 -8.39
H -5.71 -1.94 -5.05
H -5.94 -3.24 -6.18
H -6.12 -0.25 -6.80
H -7.36 -1.48 -6.91
H -6.04 -1.47 -8.08
H -2.27 -1.52 -5.66
H -3.65 -0.87 -4.86
H -3.05 -0.26 -7.81
H -2.43 0.69 -6.46
H -4.16 0.60 -6.74
C -0.02 4.70 2.74
C 0.33 5.94 3.56
N 1.75 6.06 3.84
C 2.05 7.05 4.85
C 1.73 8.51 4.55
C 2.62 6.05 2.68
C 2.40 7.11 1.59
H 0.38 3.79 3.21
H -1.10 4.59 2.67
H 0.37 4.76 1.72
H -0.20 5.86 4.51
H -0.07 6.82 3.04
H 3.11 6.97 5.12
H 1.52 6.76 5.76
H 2.43 8.95 3.84
H 1.81 9.10 5.47
H 0.71 8.64 4.17
H 2.55 5.07 2.21
H 3.66 6.11 3.02
H 1.35 7.21 1.33
H 2.94 6.83 0.69
H 2.77 8.09 1.90

Calculated atomic charges, method Mulliken, unit e: C -1.157; C -0.391; C -0.765; C -0.688; C -0.901; C 0.326; C -1.053; C 0.119; P 0.128; O -0.447; Cl -0.270; C -0.070; C 0.135; C 0.840; C 0.021; O -0.541; C 0.063; C -1.009; C 0.844; C -0.818; O -0.127; N 0.138; O -0.222; C 1.365; C -1.420; C -0.981; C -0.060; C -0.151; O -0.570; H 0.419; H 0.267; H 0.320; H 0.368; H 0.233; H 0.258; H 0.396; H 0.587; H 0.280; H 0.436; H 0.354; H 0.356; H 0.352; H 0.479; H 0.512; H 0.406; H 0.412; H 0.279; H 0.430; H 0.126; H 0.383; C -1.288; C -0.386; N 0.178; C -0.680; C -0.983; C -0.365; C -1.145; H 0.232; H 0.450; H 0.282; H 0.442; H 0.264; H 0.345; H 0.414; H 0.220; H 0.408; H 0.271; H -0.040; H 0.441; H 0.245; H 0.424; H 0.281; C -1.343; C -0.393; N 0.212; C -0.689; C -0.996; C -0.490; C -1.171; H 0.272; H 0.450; H 0.281; H 0.456; H 0.258; H 0.349; H 0.418; H 0.220; H 0.410; H 0.276; H 0.099; H 0.429; H 0.257; H 0.418; H 0.276

---

Molecular formula: C5H10O2
Method: DFT, the ωB97M-V functional and the def2-TZVPD basis

The spin multiplicity is 1. Its HOMO energy is -9.58 eV. The frontier orbital gap comes out at 10.6 eV. Its net charge is 0. Its SMILES is CCO[C@@H](C)C=O. The energy relative to the best compared isomer or geometry (same formula, charge and spin) is 62.1 kcal per mole. Its total energy is -9440.349 eV.

Atoms and positions in Å:
C 1.59 -0.96 -0.31
C 1.32 -0.31 1.05
O 0.35 0.72 0.98
C -0.79 0.24 0.31
C -1.81 1.36 0.14
C -0.51 -0.20 -1.12
O -1.00 -1.17 -1.65
H 2.05 -1.93 -0.23
H 0.69 -1.33 -0.83
H 2.16 -0.30 -0.97
H 1.00 -1.08 1.77
H 2.23 0.15 1.45
H -1.22 -0.62 0.85
H -2.63 0.98 -0.48
H -2.19 1.69 1.10
H -1.34 2.20 -0.37
H 0.11 0.55 -1.67

Calculated atomic charges, method natural (NBO), unit e: C -0.675; C -0.068; O -0.515; C -0.013; C -0.618; C 0.414; O -0.577; H 0.234; H 0.263; H 0.215; H 0.167; H 0.198; H 0.179; H 0.225; H 0.230; H 0.218; H 0.125

---

Molecular formula: C7H16Br
Method: DFT, the ωB97M-V functional and the def2-TZVPD basis

The spin multiplicity is 2. Its HOMO energy (spin up / spin down) is -10.60 / -10.38 eV. The frontier orbital gap (spin up / spin down) comes out at 11.7 / 7.6 eV. Its net charge is 0. The energy relative to the best compared isomer or geometry (same formula, charge and spin) is 0.0 kcal per mole. Its total energy is -77559.856 eV.

Atoms and positions in Å:
Br -1.56 4.84 -0.98
H 0.60 1.12 -0.59
C -0.07 0.44 -0.01
C 0.15 0.77 1.48
C -1.51 0.76 -0.50
C -1.82 2.23 -0.41
C 0.26 -1.03 -0.33
C 1.67 -1.54 0.07
C 1.79 -3.03 -0.22
H -0.55 0.21 2.10
H 1.15 0.50 1.79
H -0.02 1.83 1.67
H -1.58 0.41 -1.53
H -2.23 0.15 0.08
H -2.75 2.43 -0.95
H -1.87 2.57 0.63
H -0.96 2.77 -0.91
H -0.48 -1.65 0.21
H 0.09 -1.22 -1.40
H 2.44 -0.95 -0.46
H 1.82 -1.36 1.15
H 2.78 -3.40 0.07
H 1.04 -3.61 0.34
H 1.63 -3.26 -1.28

Calculated atomic charges, method natural (NBO), unit e: Br -0.070; H 0.187; C -0.201; C -0.617; C -0.392; C -0.611; C -0.389; C -0.396; C -0.602; H 0.201; H 0.212; H 0.209; H 0.202; H 0.204; H 0.230; H 0.219; H 0.219; H 0.190; H 0.200; H 0.197; H 0.196; H 0.209; H 0.202; H 0.202